(1)
5 unconnected molecules or ions with the total composition C45H47IN6O2S2 at a distorted geometry, computed with ωB97M-V/def2-TZVPD.

Geometry (Å):
C: 5.2815 5.1627 4.9492
C: 3.9785 5.0007 4.7518
C: 2.4086 4.6598 4.4576
C: 2.3955 3.2011 3.7626
C: 0.9628 2.4077 3.9323
C: 0.7244 1.6555 2.5040
C: 1.9290 0.8011 1.9523
C: 1.8612 0.0579 0.5647
C: 3.1278 -0.7752 0.0403
I: 2.9196 -2.8601 0.7771
C: 4.5692 -0.1324 0.4002
C: 5.6736 -1.2057 0.9361
C: 0.4845 0.2145 -0.2484
C: 0.3087 -0.4739 -1.6996
C: 1.1538 0.3872 -2.7793
C: 0.7436 1.9460 -2.8560
S: 2.1132 3.0231 -3.6006
C: 1.7407 4.7176 -2.8706
S: 0.4755 5.5651 -3.6239
N: 2.4940 5.3193 -1.7426
C: 3.5366 6.3179 -2.0339
C: 4.0445 6.7368 -0.5932
N: 3.3340 5.9891 0.4734
C: 2.4021 5.1473 -0.2931
C: -0.7369 1.0374 0.3107
C: -0.6351 1.7793 1.7235
C: -1.9313 2.6015 2.2456
O: -1.8922 3.7305 2.8320
C: -3.3629 1.8891 1.9165
C: -4.5795 1.8392 2.9089
C: -5.9206 1.0749 2.4759
C: -6.0245 0.4109 1.0224
C: -4.7920 0.4561 -0.0031
C: -3.4656 1.1830 0.4792
C: -2.1486 1.2357 -0.4836
O: -2.1924 1.4508 -1.7377
H: 6.4067 4.8793 4.9598
H: 2.0965 5.4207 3.6301
H: 1.7515 4.7577 5.3936
H: 3.2525 2.5110 4.1065
H: 2.5646 3.3824 2.6226
H: 1.1737 1.5946 4.7406
H: 0.0979 3.1008 4.2304
H: 2.8975 0.7241 2.5945
H: 3.1027 -0.8832 -1.1206
H: 5.0223 0.3224 -0.5703
H: 4.5446 0.7185 1.1713
H: 5.3902 -1.5235 2.0028
H: 5.8149 -2.0711 0.1950
H: 6.6790 -0.6191 1.0110
H: 0.8080 -1.5151 -1.6322
H: -0.7885 -0.6419 -2.0041
H: 0.9013 -0.0704 -3.8247
H: 2.2969 0.3016 -2.6677
H: 0.4949 2.4306 -1.8410
H: -0.2059 2.0639 -3.5178
H: 3.8381 6.6881 -3.0752
H: 4.8563 7.5390 -0.4800
H: 1.6739 4.4312 0.2453
H: -4.4896 2.3212 3.9446
H: -6.8122 1.0146 3.2210
H: -6.9679 -0.1417 0.6474
H: -4.8751 -0.0249 -1.0578
N: -6.4186 0.6134 6.2762
C: -7.6485 0.4933 6.8680
C: -7.9114 -0.8454 7.0321
C: -6.7973 -1.5595 6.5263
C: -5.8906 -0.6340 6.0691
H: -5.9716 1.4835 6.0320
H: -8.2293 1.3687 7.1191
H: -8.8066 -1.2640 7.4693
H: -6.6719 -2.6326 6.5001
H: -4.9182 -0.7547 5.6143
N: -2.0496 -4.9642 -2.1877
C: -3.2924 -4.8174 -2.7455
C: -3.7235 -3.5374 -2.4906
C: -2.7012 -2.8861 -1.7574
C: -1.6791 -3.7902 -1.5879
H: -1.4938 -5.8053 -2.2154
H: -3.7621 -5.6346 -3.2730
H: -4.6697 -3.1165 -2.7994
H: -2.7109 -1.8681 -1.3940
H: -0.7231 -3.6995 -1.0920
N: -2.1615 -2.8742 -5.4024
C: -2.0234 -1.6365 -5.9718
C: -2.3489 -1.7425 -7.3030
C: -2.7020 -3.0925 -7.5442
C: -2.5798 -3.7668 -6.3526
H: -1.9838 -3.0940 -4.4332
H: -1.7047 -0.7890 -5.3824
H: -2.3355 -0.9365 -8.0228
H: -3.0121 -3.5241 -8.4852
H: -2.7530 -4.8026 -6.1002
N: 5.4673 -4.9430 -1.5797
C: 6.7253 -5.2876 -1.9977
C: 6.6147 -6.3868 -2.8150
C: 5.2391 -6.7141 -2.8978
C: 4.5547 -5.8045 -2.1279
H: 5.2470 -4.1739 -0.9643
H: 7.5887 -4.7232 -1.6771
H: 7.4338 -6.8978 -3.3005
H: 4.7975 -7.5251 -3.4592
H: 3.4997 -5.6969 -1.9223

Properties
max |F|: 7.17 eV/Å
total charge: 0
HOMO level: -0.2992 Ha
SMILES string: C#CCCCc1cc([C@H](I)CC)c(CCCSC(=S)n2ccnc2)c2c1C(=O)c1ccccc1C2=O.c1cc[nH]c1.c1cc[nH]c1.c1cc[nH]c1.c1cc[nH]c1
spin multiplicity: 1
energy above the lowest of the compared OMol25 structures with the same formula, charge and spin: 398.2 kcal per mole
frontier orbital gap: 6.49 eV

***

(2)
C2H3NO3 in the gas phase at a distorted geometry, computed with ωB97M-V/def2-TZVPD.

Geometry (Å):
C: -1.1348 0.8512 0.0488
C: -0.1897 -0.0721 0.0708
N: 1.2378 0.1880 0.0717
O: 1.5851 1.3932 0.0438
O: 1.9546 -0.7293 -0.0844
O: -0.6413 -1.7702 0.0955
H: -2.2410 0.7349 0.0547
H: -0.6600 1.7720 -0.2085
H: 0.0892 -2.3679 -0.0925

Properties
max |F|: 5.75 eV/Å
total charge: 0
HOMO level: -0.4008 Ha
SMILES string: C=C(O)[N+](=O)[O-]
spin multiplicity: 1
energy above the lowest of the compared OMol25 structures with the same formula, charge and spin: 154.3 kcal per mole
frontier orbital gap: 9.83 eV

***

(3)
2 unconnected molecules or ions with the total composition C5H12NO at a distorted geometry, computed with ωB97M-V/def2-TZVPD.

Geometry (Å):
C: -2.4177 1.2238 -0.1375
C: -1.5299 0.8423 1.0140
C: -0.1802 0.2860 0.6628
C: 0.8890 0.5538 -0.1900
N: 1.9013 -0.3802 -0.1087
C: 3.1050 -0.0132 -0.2450
H: -3.4905 1.4651 0.2153
H: -1.8721 1.9936 -0.7450
H: -2.5859 0.3647 -0.7881
H: -1.4590 1.8301 1.5532
H: -2.0938 0.1319 1.6362
H: 0.2488 -0.2634 1.4775
H: 0.8972 1.3226 -0.9886
H: 1.6950 -1.4739 -0.1036
H: 3.1355 0.9936 -0.5641
H: 3.8275 -0.5321 0.3248
H: -0.5464 -3.1431 -0.5250
H: 0.1822 -2.5014 -1.7125
O: 0.2941 -2.7003 -0.7755

Properties
max |F|: 5.58 eV/Å
total charge: +1
HOMO level: -0.5062 Ha
spin multiplicity: 1
energy above the lowest of the compared OMol25 structures with the same formula, charge and spin: 64.6 kcal per mole
frontier orbital gap: 8.52 eV

***

(4)
A molecular structure, C21H20BMnN10 at a distorted geometry, computed with ωB97M-V/def2-TZVPD.

Geometry (Å):
Mn: -0.0746 0.7350 -0.2706
C: -0.0765 0.8529 3.9283
C: -0.1224 1.5033 2.7048
N: 0.1564 0.6458 1.7172
N: 0.4365 -0.5541 2.2917
C: 0.2721 -0.4484 3.6181
B: 1.0008 -1.6986 1.4070
N: -0.1599 -2.1776 0.5017
C: -0.6075 -3.4149 0.2461
C: -1.6688 -3.3236 -0.6358
C: -1.8147 -1.9632 -0.8747
N: -0.8973 -1.2785 -0.1866
N: 2.0741 -1.0296 0.4805
C: 3.3502 -1.3736 0.2705
C: 3.9103 -0.4746 -0.6231
C: 2.8873 0.4096 -0.9255
N: 1.7789 0.0595 -0.2592
N: 1.6359 -2.8860 2.0818
C: 1.9187 -3.2804 3.3449
C: 2.5170 -4.5223 3.2877
C: 2.5857 -4.8221 1.9156
N: 2.0844 -3.8302 1.2270
H: -0.2657 1.2583 4.9002
H: -0.2942 2.5447 2.5116
H: 0.3677 -1.2741 4.2908
H: -0.1723 -4.2874 0.6886
H: -2.2332 -4.1287 -1.0555
H: -2.5412 -1.4568 -1.4843
H: 3.8032 -2.2235 0.7386
H: 4.9076 -0.4797 -1.0095
H: 2.9056 1.2779 -1.5613
H: 1.7113 -2.6823 4.2049
H: 2.8761 -5.1142 4.1031
H: 3.0013 -5.6774 1.4236
N: -0.1303 0.7558 -2.4252
C: -0.9769 1.8489 -2.8798
C: -1.1766 2.1200 -4.2132
C: -1.9866 3.1970 -4.6012
C: -2.5752 3.9954 -3.6568
C: -2.4137 3.7232 -2.2817
C: -3.0357 4.4882 -1.2750
C: -2.9091 4.0861 0.0311
C: -2.1291 2.9653 0.3359
N: -1.4510 2.2635 -0.5619
C: -1.6100 2.6182 -1.8804
H: -0.5257 -0.1277 -2.7754
H: 0.7785 0.8353 -2.8986
H: -0.7114 1.5033 -4.9699
H: -2.1398 3.3879 -5.6513
H: -3.1883 4.8357 -3.9438
H: -3.6080 5.3632 -1.5455
H: -3.3984 4.6181 0.8312
H: -2.0677 2.6355 1.3642

Properties
max |F|: 1.81 eV/Å
total charge: +2
HOMO level (alpha / beta): -0.5150 / -0.5150 Ha
spin multiplicity: 5
frontier orbital gap (alpha / beta): 5.52 / 6.66 eV